1.
Computed, not measured: a structure of composition C3H3Br9, with wB97M-V/def2-TZVPD.

XYZ file:
```
15
Properties=species:S:1:pos:R:3:forces:R:3:nbo_charge:R:1
C -2.15029 2.34743 -3.39817 0.4 -0.4 0.6 -0.487
Br -1.04287 2.80424 -4.93180 -0.6 -0.5 0.3 0.096
Br -3.45464 0.87198 -3.57810 0.5 1.0 -0.3 0.081
Br -2.83886 3.97140 -2.61501 -0.3 -0.3 -0.2 0.092
H -1.48591 1.95175 -2.62996 0.0 0.1 -0.5 0.216
C 1.30142 -1.27445 3.79595 -0.7 1.2 0.8 -0.446
Br 2.52258 -1.44715 5.30021 -0.1 -0.1 -0.8 0.102
Br 1.66574 0.47121 2.82454 -0.3 -1.6 0.6 0.050
Br -0.52211 -1.25957 4.57615 0.7 0.1 -0.6 0.066
H 1.29891 -2.13618 3.12847 0.4 0.4 0.0 0.229
C 1.02727 -1.25856 -0.44125 -0.6 0.5 0.1 -0.423
Br 2.09313 -1.89220 -1.94541 -0.9 0.2 0.5 0.118
Br -0.05345 -2.69405 0.48990 1.0 1.3 -0.9 0.072
Br -0.15260 0.42297 -0.81221 1.2 -1.9 0.3 0.019
H 1.79167 -0.87881 0.23668 -0.6 -0.1 0.2 0.215
```
Forces are in eV/Å.

Calculated values
**E_HOMO**: -10.36 eV
**Charge**: 0
**Frontier orbital gap**: 9.25 eV
**LUMO**: -1.12 eV

---

2.
Computed, not measured: a structure of composition C15H28BiCl3FGeN4Si, with wB97M-V/def2-TZVPD.

XYZ file:
```
54
Properties=species:S:1:pos:R:3:forces:R:3:nbo_charge:R:1
Bi -0.62145 0.31626 -1.11683 -0.6 0.3 0.0 1.488
C -2.47921 3.45766 -0.90668 0.1 0.0 0.1 -0.243
C -3.33806 2.21804 -1.10215 0.1 -0.1 0.1 -0.239
N -2.87274 1.05173 -0.30051 0.0 0.3 -0.1 -0.676
C -2.89533 1.21754 1.16526 0.1 0.0 -0.1 -0.256
C -1.62089 1.86572 1.70821 0.0 -0.1 -0.1 -0.252
N -0.38422 1.43604 0.99647 -0.1 -0.1 0.0 -0.676
C 0.54690 2.57676 0.74475 -0.1 0.0 -0.1 -0.244
C -0.09576 3.68557 -0.11253 -0.1 -0.1 0.0 -0.249
N -1.04476 3.18464 -1.11842 0.0 -0.2 0.1 -0.678
H -2.62714 3.86343 0.09249 0.0 0.0 0.0 0.201
H -2.84364 4.22157 -1.59154 0.0 0.1 -0.1 0.237
H -3.32677 1.91168 -2.15176 0.0 0.0 0.0 0.219
H -4.37321 2.45765 -0.84799 0.0 0.0 0.0 0.230
H -3.48903 0.27033 -0.51475 -0.1 0.0 0.0 0.423
H -3.02544 0.22723 1.59400 0.0 -0.1 0.0 0.239
H -3.75136 1.81948 1.47743 0.0 0.0 0.0 0.233
H -1.52907 1.64125 2.76988 0.0 0.0 0.0 0.242
H -1.68527 2.94392 1.62649 0.0 0.0 0.0 0.218
H 0.10580 0.76002 1.57376 0.0 0.0 0.2 0.423
H 1.44402 2.17402 0.26727 -0.1 0.0 0.0 0.214
H 0.85540 3.00692 1.69950 0.1 0.0 0.0 0.234
H 0.71725 4.21545 -0.60276 0.0 0.1 0.0 0.241
H -0.57824 4.41859 0.53356 -0.1 0.0 0.0 0.211
H -0.77325 3.50218 -2.03761 0.0 0.0 0.0 0.402
C -0.62488 -1.68443 2.12812 -0.1 0.1 0.0 -1.167
Si 1.11534 -1.79092 1.45565 -0.2 0.2 0.0 1.799
C 2.21566 -0.69648 2.48397 0.2 0.1 0.1 -1.156
C 1.64868 -3.55550 1.38052 0.1 -0.2 -0.1 -1.155
N 1.05279 -1.08240 -0.25333 0.5 -0.3 0.0 -0.937
C 2.00522 -1.46000 -1.12386 0.1 0.1 0.2 0.092
C 3.31426 -1.90822 -0.72096 -0.2 0.1 0.1 -0.173
C 4.24828 -2.29854 -1.63166 0.0 0.0 -0.3 -0.192
C 3.94197 -2.30100 -3.00846 0.0 0.0 0.1 -0.058
C 2.68784 -1.88031 -3.45947 0.2 -0.1 -0.1 -0.294
C 1.78108 -1.46229 -2.53814 0.6 -0.2 0.4 0.464
F 0.56975 -1.07557 -2.95547 -0.5 0.0 -0.4 -0.323
H -0.83972 -2.63107 2.63733 0.0 0.1 0.0 0.290
H -1.40459 -1.57969 1.36519 0.1 0.0 0.2 0.234
H -0.74625 -0.89767 2.88343 0.0 -0.1 -0.1 0.241
H 1.89418 -0.74798 3.53099 0.0 0.0 -0.1 0.271
H 2.19772 0.35619 2.17525 0.0 -0.1 0.1 0.231
H 3.26096 -1.01867 2.46024 -0.1 0.1 0.0 0.266
H 2.28235 -3.77989 2.24524 -0.1 0.0 -0.1 0.273
H 2.20847 -3.80439 0.47835 0.0 -0.1 0.1 0.257
H 0.77605 -4.21198 1.42091 0.1 0.0 0.0 0.272
H 3.57277 -1.89493 0.32897 0.0 0.0 0.0 0.236
H 5.22858 -2.60651 -1.29368 0.0 0.0 -0.1 0.256
H 4.68123 -2.63149 -3.72893 -0.1 0.0 0.1 0.253
H 2.41660 -1.88576 -4.50891 0.1 0.0 0.1 0.269
Cl -3.09624 -1.83984 -3.18148 0.1 0.1 0.0 -0.341
Ge -2.08216 -2.03514 -1.30518 -0.1 0.0 0.1 0.873
Cl -0.96949 -3.85707 -1.28915 0.0 0.1 0.0 -0.344
Cl -3.65094 -2.18213 0.17904 0.0 -0.1 -0.1 -0.380
```
Forces are in eV/Å.

Calculated values
**E_HOMO (alpha / beta)**: -14.57 / -14.73 eV
**Charge**: +2
**Frontier orbital gap (alpha / beta)**: 8.06 / 6.19 eV
**<S²>**: 0.78
**Multiplicity**: 2
**LUMO (alpha / beta)**: -6.51 / -8.54 eV

---

3.
Computed, not measured: a structure of composition C32H25AsCl3NO4Tm, with wB97M-V/def2-TZVPD.

XYZ file:
```
67
Properties=species:S:1:pos:R:3:forces:R:3:nbo_charge:R:1
Tm -0.39957 3.07871 0.79075 -0.1 0.0 0.6 2.139
Cl -5.36030 1.38015 5.85728 -0.7 0.3 0.4 0.060
C -4.50120 1.50567 4.39041 0.8 0.4 -1.0 -0.111
C -3.93995 0.30336 3.92138 1.1 0.2 -1.9 -0.086
C -2.93682 0.30954 2.91157 -2.2 1.2 1.9 -0.288
C -2.55622 1.55163 2.39368 0.4 1.3 0.0 0.473
O -1.41209 1.58167 1.74466 -1.4 -0.2 0.1 -0.832
C -3.31482 2.83965 2.70515 1.1 -3.2 0.1 -0.291
C -2.94595 4.03622 2.10749 1.1 0.3 -2.8 0.421
O -2.30426 4.13176 0.93509 -1.0 -0.2 3.2 -0.765
C -4.26417 2.71573 3.75597 -0.8 0.3 1.2 -0.123
H -4.36357 -0.60745 4.31821 0.4 -0.2 0.2 0.243
H -2.36981 -0.54273 2.61540 0.1 -0.6 -0.1 0.249
H -3.17333 4.96649 2.62638 -0.3 0.2 -0.3 0.191
H -4.87515 3.56805 4.13308 0.8 -0.5 -0.5 0.247
Cl 2.85006 4.59164 4.52492 -0.3 0.1 -1.3 -0.032
C 2.88746 4.58399 2.66161 0.2 -0.1 1.5 -0.455
C 1.59792 4.04622 2.12587 -2.5 -1.3 0.9 0.765
O 1.16755 2.85628 2.42324 1.3 1.6 -0.8 -0.726
O 0.78361 4.76564 1.42600 1.7 0.6 0.2 -0.769
H 3.69913 3.86079 2.50303 -0.2 0.6 -0.5 0.264
H 3.02931 5.63005 2.36121 0.3 -0.6 -0.1 0.258
C 1.58204 -3.49126 -5.55844 -1.1 -0.7 1.1 -0.199
C 1.99423 -2.32530 -4.92258 -0.6 -0.6 1.0 -0.220
C 1.46298 -2.02647 -3.64624 0.5 0.2 -0.2 -0.269
C 0.54780 -2.82825 -2.97283 0.2 0.4 0.0 -0.200
C 0.24755 -4.03576 -3.60043 -2.1 -0.8 1.1 -0.284
C 0.65357 -4.35735 -4.86440 1.6 0.7 -2.4 -0.193
As -0.32722 -1.98429 -1.32053 0.7 -1.5 -0.9 0.856
C 1.39437 -1.55433 -0.49715 0.1 1.4 0.1 -0.241
C 1.42761 -0.34154 0.23854 -0.2 -0.9 -0.4 -0.246
C 2.54063 0.07011 0.92837 0.2 0.0 0.2 -0.232
C 3.72546 -0.66914 0.79067 -0.4 0.5 0.6 -0.210
C 3.75485 -1.80766 0.01076 -0.6 -0.6 -0.2 -0.197
C 2.58134 -2.24456 -0.66353 1.0 -0.5 0.1 -0.247
C -0.79398 -3.55214 -0.17111 0.8 0.3 -0.1 -0.301
C 0.10976 -4.61187 0.04526 -0.4 1.3 -1.4 -0.212
C -0.03585 -5.47445 1.10363 -0.1 -0.6 -0.6 -0.215
C -1.14399 -5.33677 1.91465 -1.6 -0.7 1.4 -0.195
C -2.08740 -4.33405 1.66499 -0.5 0.1 1.3 -0.203
C -1.89467 -3.41332 0.65567 0.3 1.1 -0.1 -0.239
H 1.94475 -3.79180 -6.53417 0.0 0.2 0.0 0.221
H 2.73660 -1.64848 -5.31779 0.0 -0.1 -0.3 0.218
H 1.88993 -1.18058 -3.12032 -0.2 0.3 -0.2 0.204
H -0.44997 -4.74100 -3.10813 0.4 0.5 -0.2 0.219
H 0.26710 -5.22416 -5.45108 0.4 0.6 1.0 0.227
H 0.56722 0.30657 0.23871 -0.5 -0.3 0.2 0.179
H 2.40318 0.91334 1.62146 0.6 -0.3 -0.5 0.226
H 4.59384 -0.33284 1.34195 0.1 -0.2 0.0 0.218
H 4.65929 -2.42199 0.01281 -0.3 0.3 -0.4 0.225
H 2.64214 -3.11210 -1.35771 -0.1 0.6 0.8 0.232
H 0.87296 -4.68364 -0.72903 0.3 -0.4 0.6 0.218
H 0.63729 -6.31741 1.16425 0.1 0.0 0.4 0.228
H -1.39211 -6.04688 2.76368 0.7 0.9 -1.2 0.227
H -2.94602 -4.16606 2.35226 0.7 -0.5 -0.5 0.214
H -2.47876 -2.47557 0.59491 -0.1 -0.9 -0.1 0.209
Cl -2.61834 3.40805 -3.59716 -0.3 -0.3 0.1 0.112
C -1.10069 3.36432 -2.83234 1.0 -0.3 0.0 -0.078
C -0.16050 4.34542 -3.14677 0.9 1.0 0.8 -0.135
C 1.15378 4.23431 -2.66642 -0.2 0.4 -0.1 -0.227
C 1.43479 3.20565 -1.77746 0.2 -0.5 0.2 0.062
N 0.49008 2.42792 -1.22433 -1.2 -0.6 -3.0 -0.564
C -0.72008 2.38577 -1.91411 0.5 0.9 0.8 -0.034
H -0.45314 5.27443 -3.63547 0.0 -0.5 -0.3 0.257
H 1.94271 4.99687 -2.86293 -0.8 -0.8 -0.2 0.265
H 2.43458 2.85917 -1.54388 0.2 0.8 0.6 0.239
H -1.38753 1.58599 -1.63863 -0.3 -0.1 0.3 0.255
```
Forces are in eV/Å.

Calculated values
**E_HOMO (alpha / beta)**: -10.62 / -10.62 eV
**Charge**: +1
**Frontier orbital gap (alpha / beta)**: 6.42 / 6.42 eV
**<S²>**: 2.00
**Multiplicity**: 3
**LUMO (alpha / beta)**: -4.20 / -4.20 eV